(P)
Here is a cluster of 2 separate species, ClFHOPS in total from the Open Molecules 2025 dataset. Energies are from ωB97M-V/def2-TZVPD.

Geometry as XYZ:
```
6
Properties=species:S:1:pos:R:3
O -0.92 -0.80 -0.66
F -0.74 0.24 2.58
P 0.30 -0.18 -1.14
S 0.16 1.58 -1.91
Cl 1.97 -1.10 -0.48
H -0.77 0.26 1.61
```

Output
* SMILES: O=P(=S)Cl.F
* molar mass: 134.50 g mol⁻¹
* lowest unoccupied orbital energy: -1.89 eV

=====

(Q)
Here is an isolated molecule of ClFHOPS from the Open Molecules 2025 dataset. Energies are from ωB97M-V/def2-TZVPD.

Geometry as XYZ:
```
6
Properties=species:S:1:pos:R:3
O -1.14 0.44 -0.09
F 0.62 2.21 0.32
P 0.18 1.03 -0.67
S 0.26 -2.28 0.28
Cl 1.41 -0.86 0.39
H -1.33 -0.53 -0.22
```

Output
* molar mass: 134.50 g mol⁻¹
* lowest unoccupied orbital energy: -1.03 eV

=====

Name the most stable of them. (P).